A cluster of 14 separate species, C84H196O42 in total, computed with ωB97M-V with the def2-TZVPD basis set.

Computed properties:
Highest occupied orbital energy (eV): -8.90
LUMO energy (eV): 0.286
Total energy (eV): -176252.6861
Relative energy (zero: lowest compared OMol25 entry of this formula, charge and spin) (kcal per mole): 99.7

Last column: Löwdin charge in e.
Atoms and positions in Å:
H  -6.51297  -3.98319  2.95770  0.119
C  2.58649  -0.02549  8.08879  -0.135
H  4.14601  0.62045  0.00521  0.097
H  -1.97357  5.24528  -3.23974  0.102
H  -2.63656  7.03324  2.85983  0.137
C  5.54477  -1.58120  3.33118  -0.181
H  1.68959  5.65379  -5.98650  0.140
C  -1.65989  -2.21678  -5.08811  -0.076
H  1.77081  4.56029  2.74670  0.106
H  0.31113  2.11940  -1.03155  0.117
O  -2.50041  5.06512  3.34063  -0.125
C  3.04145  -2.03163  -6.18850  -0.084
C  -5.19048  -2.42560  1.05741  -0.165
O  4.20703  6.09652  1.16189  -0.131
O  3.20572  -0.86859  4.00393  -0.123
H  0.04551  -6.82740  -4.34423  0.110
H  -0.63462  1.16377  -4.85172  0.112
C  -0.88705  -6.60436  -4.77143  -0.243
H  -7.60229  -5.10346  3.88304  0.147
H  0.97534  -3.75211  -0.09480  0.068
H  5.85558  4.37450  -3.44445  0.100
H  3.96221  4.26815  2.01308  0.140
O  0.26386  -7.43265  4.51549  -0.188
C  -1.73139  -0.52630  5.12902  -0.114
H  1.96308  -2.44705  4.51039  0.116
H  -6.61158  0.19644  3.00183  0.124
C  -0.58278  -9.58343  -0.46377  -0.165
C  2.53504  8.32219  -0.97427  -0.101
C  4.03488  -1.36559  2.97606  -0.169
H  4.99452  10.10257  -6.97351  0.096
H  -4.20366  6.20877  3.15671  0.116
C  3.08330  -2.29021  -2.38820  -0.206
H  1.70514  -7.42409  2.17014  0.117
H  -4.50798  0.31540  4.19796  0.100
C  3.72460  -1.43824  -1.34414  -0.178
C  5.64142  5.97519  1.24739  -0.158
O  -1.89741  8.04297  -5.83910  -0.213
C  1.41215  -7.74908  1.13261  -0.192
C  2.19788  5.40720  2.20375  -0.246
C  0.05728  -0.25041  -2.52761  -0.121
H  5.51059  8.29061  -1.95237  0.080
H  3.35625  9.07141  -3.40875  0.123
C  -0.40294  1.68713  -3.94346  -0.209
C  6.04059  7.34675  -2.13506  -0.126
H  5.02930  -3.68966  6.81258  0.092
C  5.78783  -4.18036  6.16544  -0.102
O  -2.17978  6.06434  0.55807  -0.190
H  -2.65583  -2.65181  5.46236  0.141
H  -0.94410  8.25086  -7.73050  0.091
H  3.20772  -4.63853  -3.15137  0.091
O  5.83727  6.37971  -1.17180  -0.154
H  1.77913  8.17112  -5.92994  0.111
H  -6.13475  -1.82741  -1.13971  0.088
H  -1.76397  -1.44611  -2.80522  0.130
O  1.95169  -6.83273  0.21095  -0.187
H  -0.18653  4.22443  4.60049  0.081
C  -2.85923  0.12849  -0.41238  -0.070
H  -0.00166  8.31918  -0.11806  0.124
C  -4.39432  -7.54735  1.18521  -0.193
H  -8.98254  -3.34994  4.73783  0.085
H  -0.67157  -3.71677  -0.80847  0.084
H  -0.55820  -6.20246  -2.37264  0.064
C  3.68663  5.34330  2.21142  -0.233
H  -0.41507  -6.92446  -6.86388  0.129
C  -1.02325  8.93253  -1.82184  -0.179
O  2.43892  -3.35682  -6.41613  -0.178
O  3.22900  -7.62971  4.10905  -0.148
O  0.24852  -5.10816  -6.09216  -0.136
O  -3.49669  -6.52949  1.54084  -0.191
H  -6.79187  -3.48306  -1.29228  0.074
O  2.48044  -3.38486  -1.71655  -0.225
C  -5.10432  1.95563  0.72901  -0.104
C  6.58346  1.46585  -3.13589  -0.049
H  1.40763  -6.24215  5.68447  0.102
H  1.08540  4.09658  -1.93257  0.101
H  -5.68057  -6.30138  -0.03424  0.091
H  0.14388  -0.30407  -1.44951  0.098
H  5.61908  7.03412  -3.08411  0.059
O  5.18138  -4.73974  4.99208  -0.201
H  2.74915  3.39611  -2.03740  0.051
H  3.00230  -1.34074  -7.10541  0.104
O  3.14117  -0.46042  6.89534  -0.162
H  4.53209  -1.92130  -0.80559  0.113
H  3.91351  -2.63224  -3.05435  0.133
H  -1.21566  -10.11096  0.28656  0.144
O  -0.61147  -1.48015  -4.46207  -0.214
H  -1.68622  -5.63232  -6.55780  0.148
H  -5.34393  0.89191  0.59884  0.083
H  -1.61883  -7.53457  -4.83271  0.151
C  3.32352  4.44172  -5.43393  -0.185
H  -2.57674  -1.81354  -4.66373  0.081
H  2.55700  -1.45888  -5.37755  0.065
C  -6.63630  0.61689  4.03609  -0.186
C  4.54168  -5.98411  5.30105  -0.212
C  -4.56411  -1.71367  5.87592  -0.209
H  3.43482  0.34117  8.66362  0.094
H  4.42745  5.17752  -2.87452  0.078
H  6.24720  -4.96844  6.76332  0.084
H  5.67823  1.66143  -3.78607  0.099
H  2.32930  -1.84583  -3.05087  0.107
H  2.94236  -1.25310  -0.66761  0.097
H  2.45810  8.18994  0.07460  0.075
H  1.36502  1.75124  1.88181  0.124
C  3.62817  -6.26601  4.16167  -0.223
H  0.84132  -7.73276  6.52284  0.135
H  3.54018  -2.29415  2.58858  0.130
C  0.56821  -0.48942  1.90956  -0.169
H  -2.46452  -4.87788  0.82608  0.084
C  -3.37998  -9.67870  -2.85084  -0.144
H  7.40527  -3.16708  1.21481  0.089
H  -1.32047  0.40839  4.85765  0.049
C  -0.60052  -6.36014  4.32127  -0.114
H  -3.82371  -2.72152  4.12086  0.107
H  2.75113  -5.60980  4.17797  0.119
C  2.22003  7.98179  -4.95584  -0.155
H  2.38168  10.03253  -4.41562  0.147
H  1.87568  0.80584  7.93799  0.097
C  -0.66897  -1.48585  -3.05323  -0.191
H  -0.95043  -10.77208  -2.21899  0.104
O  1.75508  6.63118  2.69342  -0.159
H  -4.54659  -8.12297  2.14184  0.140
C  5.24771  1.92629  -1.19756  -0.197
H  -4.02092  6.78227  0.88431  0.110
H  0.09435  6.45867  1.45018  0.048
C  -3.46550  -2.08137  4.89039  -0.168
H  -3.97674  -0.99248  1.97899  0.117
H  2.16046  -0.80134  8.66191  0.070
H  0.46734  -9.91973  -0.39794  0.133
H  -2.71591  8.32500  -7.84200  0.084
C  -5.88671  -2.90692  -1.18510  -0.118
H  1.99729  -8.68192  0.99654  0.136
H  -3.95349  5.03522  0.98897  0.131
C  -5.40884  0.20110  4.80896  -0.168
H  2.61534  3.63867  -5.67098  0.124
H  5.73217  -2.92629  0.80968  0.052
H  -3.06195  2.02835  4.58699  0.107
H  -0.12192  -5.51383  3.85187  0.079
O  -0.12598  0.50796  1.19632  -0.162
C  -0.08262  -7.82650  1.03722  -0.215
C  0.63045  -4.55889  -7.35754  -0.197
C  -1.44630  2.83367  -3.88129  -0.216
H  -4.42027  -9.45985  -2.57145  0.092
C  2.10925  -1.06382  6.11835  -0.184
H  -1.83189  10.50141  -3.72546  0.126
C  2.07865  3.94234  -1.40544  -0.078
C  6.43108  -2.92960  1.60777  -0.082
H  -7.08903  -4.88254  0.73221  0.117
O  -4.00091  -0.79971  -0.12203  -0.162
H  -2.58325  -6.30573  -0.23997  0.064
H  -3.43920  -10.69718  -3.23840  0.081
H  -1.34528  -6.68900  3.61913  0.079
C  0.31984  6.74606  2.45583  -0.054
H  -1.58769  -1.97896  -6.16425  0.096
H  0.37311  -2.52212  2.29447  0.105
H  -1.95555  2.01306  0.08996  0.106
O  3.09650  6.78517  -4.90122  -0.152
C  -5.80479  -7.02726  0.74006  -0.163
C  2.39889  5.57697  -5.12172  -0.219
H  -3.98004  -8.24349  0.45123  0.111
H  3.18628  -8.15409  6.08340  0.117
C  -2.45633  2.91833  4.42361  -0.188
H  -4.94304  2.13486  1.85516  0.092
H  -8.31172  -5.97132  1.42241  0.140
C  -3.14411  -5.67826  0.45208  -0.080
O  -6.40618  -6.43949  1.90978  -0.141
C  1.14461  2.01848  -0.29859  -0.167
O  4.25260  9.21620  -5.14299  -0.158
C  6.19444  6.82446  0.09692  -0.217
C  3.04142  9.11423  -4.49309  -0.264
H  4.10398  5.64183  3.16120  0.123
C  0.60908  1.78821  1.09152  -0.138
H  -3.02763  -9.00666  -3.67901  0.082
H  5.70834  -2.40791  4.04145  0.095
H  -1.53607  -3.29068  -4.78167  0.094
H  0.66088  2.11810  -3.92652  0.149
H  -1.16043  -1.72397  2.18392  0.092
O  -1.21709  2.49642  3.94800  -0.197
O  4.26087  3.87569  -4.51075  -0.156
H  2.16458  -9.13144  4.96107  0.135
H  0.65483  -0.15889  2.93850  0.112
H  -0.16199  2.43243  1.48358  0.091
H  -0.25492  -2.36688  -2.55227  0.108
O  -1.05620  3.94549  -4.63300  -0.198
H  2.63083  4.87536  -1.19492  0.085
H  -2.16968  10.07830  -6.00925  0.139
H  -1.66753  3.13377  -2.83863  0.112
H  1.38510  -0.29576  5.86992  0.117
H  4.09170  -2.17640  -5.82836  0.090
O  6.48947  2.14562  -1.81147  -0.191
O  4.14442  -0.17484  -1.90568  -0.119
H  0.24127  7.79065  2.74042  0.101
H  -0.87700  -1.21573  4.90291  0.093
H  -0.20758  -4.30999  -7.98950  0.123
C  -7.37600  -5.41755  1.66301  -0.183
C  -1.52878  -5.94233  -2.74108  -0.110
H  -7.89582  -2.22186  4.01557  0.065
H  -8.90622  1.96420  3.64265  0.101
H  3.21214  10.13049  -6.61095  0.082
O  -0.33517  -2.15188  0.41185  -0.172
H  -1.89884  8.38348  -1.47981  0.132
H  -1.12375  9.95435  -1.59360  0.116
H  -2.95025  0.39556  -1.49023  0.128
H  -0.68478  -9.09175  -2.52160  0.127
H  1.58509  -0.70735  1.50261  0.122
C  -0.20546  -1.81853  1.75331  -0.195
H  3.47994  8.81068  -1.04244  0.066
C  -1.85167  9.44629  -3.98178  -0.220
C  -7.93217  2.36957  3.23280  -0.149
O  1.42138  9.11919  -1.36750  -0.164
H  -0.35918  -6.78873  1.12553  0.116
H  1.31098  -5.20680  -7.86539  0.128
H  -1.96187  -0.51572  -0.23583  0.112
H  -8.10641  3.46221  3.14977  0.091
C  4.80352  0.46954  -0.83444  -0.187
H  -5.29219  0.88721  5.63412  0.131
H  5.80835  -0.64038  3.84801  0.137
O  -0.86404  8.78629  -3.23599  -0.132
H  4.03656  -0.64845  2.10362  0.126
C  2.70497  -1.75981  4.90245  -0.218
H  -0.41938  -8.40021  1.85910  0.119
H  -4.13056  4.05563  3.92825  0.105
H  -5.91556  2.62446  0.38579  0.100
H  -7.56643  0.22660  4.50499  0.127
O  6.47818  -1.66445  2.25775  -0.174
H  -1.80669  -5.01005  -2.16552  0.097
H  1.66050  -1.78190  6.73424  0.103
H  1.20905  -2.69840  -8.07399  0.138
H  -2.87356  9.03574  -3.89949  0.141
O  -0.62729  -8.18430  -0.17600  -0.126
H  5.95053  6.27605  2.23772  0.123
H  -5.00808  -3.10346  1.91432  0.117
H  1.92096  5.13015  1.11618  0.133
O  -5.62136  -1.17098  5.18233  -0.116
C  2.96948  -5.98118  0.66699  -0.110
H  -0.26104  6.03327  3.05112  0.070
H  6.55306  -3.43449  5.96245  0.083
C  -3.22285  6.09102  2.73691  -0.185
H  7.33352  2.05599  -3.64370  0.077
H  7.09107  7.64381  -2.29727  0.104
O  -6.77746  2.05930  3.96506  -0.195
H  3.90187  -6.57924  0.97381  0.112
C  -3.95596  -1.56953  1.03886  -0.225
H  -7.84998  2.03106  2.17596  0.083
H  3.26314  -5.28004  -0.12991  0.078
H  0.83455  2.92586  4.04865  0.067
O  -2.83868  -0.90563  4.37043  -0.223
C  -1.56111  4.89759  0.04212  -0.072
H  -1.96029  -0.44036  6.23143  0.115
H  -5.00571  -2.59381  6.28793  0.127
H  5.91706  4.94046  1.02884  0.124
O  1.94650  3.19764  -0.18814  -0.201
H  0.05406  2.76147  5.54370  0.090
H  -1.25796  4.24306  0.90332  0.100
H  3.76246  4.68834  -6.38537  0.121
C  -1.13941  -9.82448  -1.83027  -0.154
O  -8.54599  -3.71936  2.69791  -0.184
H  -5.20226  -2.90251  -2.09262  0.109
C  -3.20346  3.85373  3.49686  -0.172
C  -8.75831  -2.85569  3.79796  -0.100
H  3.51224  -2.40199  5.27743  0.119
H  6.08884  -3.67277  2.32055  0.080
C  -1.53414  9.33888  -5.43694  -0.235
H  1.36532  7.79463  -4.20879  0.143
H  4.48856  2.53395  -1.75057  0.114
C  4.13903  9.55975  -6.50995  -0.107
H  -2.02801  6.84333  -7.42680  0.073
H  4.18469  -6.05242  3.26030  0.110
H  -2.89233  4.76601  -4.75057  0.086
H  -2.38691  2.40111  -4.32577  0.140
H  -2.08630  -6.88685  -2.43227  0.099
O  -1.49811  -5.58115  -4.09534  -0.176
H  -1.59661  5.98022  -4.83136  0.062
H  -3.03834  -2.16211  1.12549  0.117
H  -3.99050  -5.16510  -0.02757  0.072
H  5.73032  7.83109  0.30142  0.136
C  1.17946  -3.23113  -7.07997  -0.239
C  1.24429  -7.30503  5.57942  -0.167
H  -0.41281  9.55242  -5.66412  0.148
H  1.53883  -4.15912  -3.43265  0.078
H  -2.73671  1.22570  1.45509  0.125
H  -0.41236  -4.22531  0.82298  0.062
O  -3.89798  2.33230  0.15741  -0.189
O  -0.69446  0.97444  -2.81588  -0.173
C  -3.40054  5.98417  1.20178  -0.197
H  -6.31097  -7.92432  0.31733  0.129
H  7.26008  6.97268  0.26094  0.123
C  -7.46850  -4.59128  2.88843  -0.225
H  -9.60547  -2.24467  3.48787  0.092
C  -2.85738  1.46111  0.38675  -0.215
H  1.70770  5.38204  -4.27146  0.124
H  -4.06404  -1.12960  6.61712  0.114
H  0.27002  7.31992  -1.53068  0.119
H  2.60901  7.40807  -1.51178  0.076
O  -5.17835  -3.32544  -0.06366  -0.219
C  -0.05830  -3.50955  0.10044  -0.071
H  1.90238  -5.26376  -2.05755  0.073
H  5.35915  2.40056  -0.24982  0.105
H  -3.54803  3.30933  2.58406  0.110
H  -2.26669  3.40457  5.41037  0.144
H  1.67281  1.03335  -0.57051  0.138
C  2.49372  -8.12698  5.24128  -0.154
H  -0.68691  5.19573  -0.55501  0.081
H  3.88682  -5.96250  6.20039  0.133
H  5.28423  -6.80671  5.33056  0.149
C  4.92278  4.85153  -3.79653  -0.150
H  -1.07488  -6.04020  5.20633  0.074
C  2.24673  -4.45060  -2.68605  -0.040
H  -6.04203  -1.77343  1.10762  0.124
H  5.22715  5.71389  -4.36625  0.077
C  -0.72015  -6.10098  -6.19656  -0.209
H  2.71710  -5.46012  1.57739  0.063
C  -1.88334  7.89319  -7.28084  -0.081
H  0.45881  -2.61706  -6.42731  0.123
H  3.98792  8.74131  -7.21899  0.081
C  -0.10321  3.15121  4.52375  -0.090
C  0.17062  8.35474  -1.20568  -0.175
H  5.68647  -0.15250  -0.52503  0.143
C  -1.91469  5.04958  -4.36674  -0.085
O  -2.57292  -9.59430  -1.74461  -0.205
H  6.79307  0.44102  -3.02372  0.062
H  1.01255  -0.23579  -3.02667  0.111
H  -2.20149  4.35353  -0.58840  0.056